A.
Here is the molecule C3H7N3OS from the Open Molecules 2025 dataset. Energies are from ωB97M-V/def2-TZVPD.

Geometry (Å):
C 2.206 -0.899 0.271
C 1.671 0.540 0.090
C -1.694 -0.621 0.676
H 3.060 -1.247 1.054
H 2.467 -1.371 -0.767
H 1.312 -1.650 0.815
H 0.182 1.337 -1.143
H -1.609 -1.455 1.432
H -3.135 1.942 -0.403
H -1.796 0.854 -1.170
N 0.484 0.414 -0.650
N -2.499 0.324 0.667
N -2.456 1.186 -0.251
O 2.388 1.578 0.128
S -0.582 -0.931 -0.750

## Properties
LUMO level = 0.0139 Eh
Molar mass = 133.18 u
SMILES = CC(=O)NS/C=N\N
Total charge = 0

B.
Here is a 2-piece molecular cluster, C3H7N3OS overall from the Open Molecules 2025 dataset. Energies are from ωB97M-V/def2-TZVPD.

Geometry (Å):
C -0.518 0.472 -0.482
C -0.027 0.785 0.895
C 0.202 -1.601 -0.334
N -4.624 1.039 -1.559
N -4.121 0.187 -2.116
N -0.328 -0.609 -1.115
O -3.536 -2.184 -2.715
S -3.029 -0.823 -2.907
H -0.717 1.362 -1.043
H 0.942 0.328 1.086
H -0.730 0.389 1.616
H 0.318 1.901 1.118
H -0.229 -1.779 0.664
H 0.301 -2.564 -0.831
H 1.276 -1.250 -0.175

## Properties
LUMO level (spin up / spin down) = -0.0210 / -0.0209 Eh
Molar mass = 133.18 u
Total charge = 0

Least stable: B

A.
Here is the molecule C3H7N3OS from the Open Molecules 2025 dataset. Energies are from ωB97M-V/def2-TZVPD.

Geometry (Å):
C 2.309 -0.009 0.211
C 0.817 0.281 0.042
C -1.297 -1.014 -0.020
H 3.331 -1.674 0.473
H 3.067 -1.439 -1.110
H 2.774 0.740 -0.426
H 2.630 0.139 1.238
H 0.636 -1.697 0.072
H -1.619 -2.084 -0.032
H -3.893 0.331 -0.128
N 2.665 -1.373 -0.212
N 0.062 -0.849 0.154
N -2.146 -0.048 -0.035
O -3.394 -0.480 0.016
S 0.324 1.867 -0.061

## Properties
LUMO level = 0.0158 Eh
Molar mass = 133.18 u
SMILES = NCC(=S)N/C=N/O
Total charge = 0

B.
Here is the molecule C3H7N3OS from the Open Molecules 2025 dataset. Energies are from ωB97M-V/def2-TZVPD.

Geometry (Å):
C 0.709 3.501 -1.547
C -0.414 0.604 -0.013
C 0.542 -2.314 1.191
H 1.093 4.438 -1.198
H -0.237 3.674 -2.039
H 1.395 3.109 -2.296
H 0.031 2.958 0.304
H -0.636 0.882 1.018
H -0.535 -0.955 -1.301
H 0.567 -3.109 1.955
N 0.622 2.574 -0.438
N 0.182 1.326 -0.854
N -0.906 -0.663 -0.403
O 1.513 -1.833 0.676
S -1.131 -1.859 0.764

## Properties
LUMO level = 0.0278 Eh
Molar mass = 133.18 u
SMILES = CN/N=C/NSC=O
Total charge = 0

Least stable: A

A.
Here is the molecule C2H3N3S from the Open Molecules 2025 dataset. Energies are from ωB97M-V/def2-TZVPD.

Geometry (Å):
C -0.315 -0.014 0.094
C 0.590 0.994 -0.056
H -2.508 1.077 0.312
H 0.376 2.111 0.152
H -0.069 -2.178 -0.145
N 1.910 0.341 -0.208
N 1.686 -0.911 -0.080
N 0.369 -1.163 0.082
S -2.039 -0.257 -0.152

## Properties
LUMO level = 0.0106 Eh
Molar mass = 101.13 u
SMILES = Sc1cnn[nH]1
Total charge = 0

B.
Here is the molecule C2H3N3S from the Open Molecules 2025 dataset. Energies are from ωB97M-V/def2-TZVPD.

Geometry (Å):
C -0.585 0.418 -0.066
C -1.965 -0.202 0.062
H 2.342 -0.287 1.390
H 0.150 -1.398 -0.655
H 0.480 1.961 -0.176
N 0.418 -0.555 -0.179
N -0.485 1.660 -0.008
N -2.985 -0.726 0.104
S 2.106 -0.264 0.003

## Properties
LUMO level = 0.0083 Eh
Molar mass = 101.13 u
SMILES = [H]/N=C(/C#N)NS
Total charge = 0

Least stable: A

A.
Here is CH3F2OP as an isolated structure from the Open Molecules 2025 dataset. Energies are from ωB97M-V/def2-TZVPD.

Geometry (Å):
C -0.264 -0.460 0.794
O 0.496 0.373 -1.480
F -0.468 -0.119 2.076
F -0.745 -1.718 0.584
P -0.626 0.888 -0.464
H 1.094 -0.524 0.677
H 0.292 -0.114 -2.307
H 0.220 1.674 0.120

## Properties
LUMO level = 0.0202 Eh
Molar mass = 100.00 u
Total charge = 0

B.
Here is a 2-piece molecular cluster, CH3F2OP overall from the Open Molecules 2025 dataset. Energies are from ωB97M-V/def2-TZVPD.

Geometry (Å):
C -0.266 -1.211 -0.911
O 0.004 3.954 -0.590
F -0.284 -0.889 -2.258
F -0.101 0.037 -0.362
P -0.544 3.123 0.489
H 0.640 -1.715 -0.510
H -1.161 -1.525 -0.498
H 0.721 2.549 0.983

## Properties
LUMO level = -0.0250 Eh
Molar mass = 100.00 u
SMILES = FCF.O=P
Total charge = 0

Least stable: B

A.
Here is a 2-piece molecular cluster, H6N2 overall from the Open Molecules 2025 dataset. Energies are from ωB97M-V/def2-TZVPD.

Geometry (Å):
N 1.600 -8.960 7.383
H 1.769 -8.024 7.001
H 0.899 -8.857 8.124
H 1.165 -9.512 6.637
N -0.128 -7.730 10.705
H -0.947 -7.145 10.511
H 0.599 -7.111 11.078
H -0.392 -8.370 11.460

## Properties
LUMO level = 0.0390 Eh
Molar mass = 34.06 u
SMILES = N.N
Total charge = 0

B.
Here is a 2-piece molecular cluster, H6N2 overall from the Open Molecules 2025 dataset. Energies are from ωB97M-V/def2-TZVPD.

Geometry (Å):
N -0.873 3.705 -1.869
H -0.396 3.774 -0.964
H -1.453 2.861 -1.836
H -1.513 4.504 -1.930
N 0.952 -3.504 1.817
H 1.929 -3.716 2.045
H 0.927 -3.245 0.826
H 0.428 -4.380 1.909

## Properties
LUMO level = 0.0473 Eh
Molar mass = 34.06 u
SMILES = N.N
Total charge = 0

Least stable: B